(1)
A structure of composition C41H38O2PPtSb2, computed with wB97M-V/def2-TZVPD.

Atoms and positions in Å:
Pt 0.2668 -0.4807 0.4204
O 3.6783 1.2987 1.1381
C 3.0282 0.2937 0.9743
O 2.2946 0.0859 -0.1101
C 2.9351 -0.8254 2.0058
P 1.1858 -1.0343 2.5140
C 0.8547 -2.7086 3.0032
C 0.6595 -3.0431 4.3472
C 0.4771 -4.3700 4.6976
C 0.4789 -5.3553 3.7189
C 0.6688 -5.0253 2.3802
C 0.8568 -3.7060 2.0194
C 0.7723 0.1203 3.7940
C -0.5218 0.0743 4.3306
C -0.8756 0.9508 5.3390
C 0.0499 1.8783 5.8076
C 1.3275 1.9389 5.2663
C 1.6935 1.0672 4.2530
H 3.5773 -0.6492 2.8683
H 3.2183 -1.7695 1.5315
H 0.6668 -2.2785 5.1121
H 0.3406 -4.6383 5.7360
H 0.3371 -6.3896 4.0012
H 0.6732 -5.8013 1.6275
H 1.0144 -3.4473 0.9760
H -1.2362 -0.6586 3.9725
H -1.8652 0.9082 5.7722
H -0.2259 2.5535 6.6065
H 2.0430 2.6540 5.6477
H 2.6949 1.1138 3.8447
C -0.9430 3.3343 -0.5108
C -2.2060 2.5223 -0.2289
C -2.6266 1.5308 -1.3267
Sb -1.7756 -0.4315 -1.1812
C -3.2103 -1.5590 -0.1825
C -3.8456 -1.0336 0.9479
C -4.8637 -1.7535 1.5469
C -5.2280 -2.9946 1.0346
C -4.5783 -3.5239 -0.0740
C -3.5550 -2.8165 -0.6833
C -1.4530 -1.3252 -3.0351
C -0.5038 -2.3393 -3.1355
C -0.3541 -3.0093 -4.3403
C -1.1416 -2.6598 -5.4299
C -2.0803 -1.6418 -5.3255
C -2.2419 -0.9652 -4.1248
Sb 0.8196 2.1092 -0.6506
C 2.4691 3.5011 -0.6185
C 3.1099 3.8982 0.6018
C 4.2166 4.7861 0.6204
C 4.7013 5.2764 -0.5582
C 4.0767 4.8881 -1.7706
C 2.9667 3.9920 -1.7892
C 0.8471 1.5024 -2.6586
C 0.0350 2.1560 -3.5892
C 0.0408 1.7487 -4.9149
C 0.8474 0.6912 -5.3129
C 1.6600 0.0464 -4.3919
C 1.6644 0.4438 -3.0620
H -0.7536 4.0428 0.2961
H -1.0193 3.9007 -1.4407
H -3.0238 3.2368 -0.1007
H -2.1081 2.0139 0.7359
H -2.4181 1.9049 -2.3292
H -3.6958 1.3229 -1.2585
H -3.5666 -0.0643 1.3470
H -5.3820 -1.3501 2.4060
H -6.0264 -3.5536 1.5039
H -4.8771 -4.4858 -0.4676
H -3.0536 -3.2276 -1.5508
H 0.1162 -2.6098 -2.2871
H 0.3732 -3.8047 -4.4299
H -1.0261 -3.1877 -6.3668
H -2.6935 -1.3782 -6.1764
H -2.9825 -0.1770 -4.0524
H 2.7526 3.4997 1.5443
H 4.6618 5.0584 1.5675
H 5.5434 5.9544 -0.5883
H 4.4498 5.2867 -2.7064
H 2.5554 3.7021 -2.7491
H -0.5997 2.9852 -3.3013
H -0.5818 2.2589 -5.6378
H 0.8477 0.3759 -6.3477
H 2.2929 -0.7711 -4.7096
H 2.2985 -0.0641 -2.3527

Computed properties:
total charge: +3
LUMO level (spin up / spin down): -0.2933 / -0.4325 Ha
Kohn-Sham gap (spin up / spin down): 7.66 / 4.54 eV
multiplicity: 5
energy relative to the best compared isomer or geometry (same formula, charge and spin): 19.6 kJ/mol
E_HOMO (spin up / spin down): -0.5749 / -0.5993 Ha

(2)
A structure of composition C6H12O in a non-equilibrium geometry, computed with wB97M-V/def2-TZVPD.

Atoms and positions in Å:
C -2.4325 -0.7441 0.4388
C -1.1300 -0.7437 -0.3620
C -0.0151 0.0429 0.2861
C 1.6505 -0.5916 -0.4220
C 2.5791 0.3828 -0.1205
C 0.1240 1.5146 0.0228
O -0.9386 1.8940 0.6704
H -3.1912 -1.3547 -0.0625
H -2.2746 -1.1553 1.4424
H -2.7940 0.2813 0.5437
H -0.7872 -1.7806 -0.4849
H -1.3037 -0.3420 -1.3686
H 0.1379 -0.1883 1.3426
H 1.3756 -0.7300 -1.4663
H 1.6477 -1.5018 0.1769
H 3.0847 0.4077 0.8411
H 1.1727 1.7572 0.4512
H 2.9056 1.1088 -0.8594
H 0.1889 1.7430 -1.0696

Computed properties:
total charge: 0
LUMO level (spin up / spin down): -0.0182 / -0.0283 Ha
Kohn-Sham gap (spin up / spin down): 8.69 / 7.32 eV
energy relative to the best compared isomer or geometry (same formula, charge and spin): 471.6 kJ/mol
E_HOMO (spin up / spin down): -0.3375 / -0.2974 Ha

(3)
The molecule CH2N4 in a non-equilibrium geometry, computed with wB97M-V/def2-TZVPD.

Atoms and positions in Å:
C 0.8629 -0.6690 -0.3645
N -0.2858 -1.0759 0.3600
N -1.0042 -0.0113 0.5367
N -0.2879 0.9417 0.0829
N 0.6720 0.6008 -0.5840
H 1.9329 -1.0894 -0.7047
H -0.7685 1.9160 0.1222

Computed properties:
total charge: 0
SMILES string: c1nn[nH]n1
LUMO level: 0.0355 Ha
Kohn-Sham gap: 11.77 eV
energy relative to the best compared isomer or geometry (same formula, charge and spin): 269.3 kJ/mol
E_HOMO: -0.3971 Ha

(4)
A structure of composition C32H34KN10O3S2 in a non-equilibrium geometry, computed with wB97M-V/def2-TZVPD.

Atoms and positions in Å:
K -0.9969 0.9979 -0.2286
N 0.3467 -0.2975 3.0144
C 1.1597 -0.4954 4.1975
C 2.6258 -0.7415 3.8207
C 2.9015 -2.1512 3.2912
C 2.1246 -2.4445 2.0021
N 2.6390 -1.6242 0.9238
H 0.6343 0.5496 2.5338
H -0.6296 -0.1701 3.2521
H 0.7721 -1.3718 4.7367
H 1.1209 0.3666 4.8931
H 3.2484 -0.5721 4.7069
H 2.9135 -0.0228 3.0510
H 2.6431 -2.8951 4.0543
H 3.9743 -2.2387 3.0851
H 1.0845 -2.1629 2.1584
H 2.1834 -3.5269 1.7895
H 1.9366 -1.4851 0.2048
H 3.4532 -2.0551 0.4990
O -3.0026 0.8893 -1.4263
N -3.6312 -0.2188 -1.3735
C -4.7238 -0.3220 -0.6109
C -5.4532 -1.4837 -0.4849
C -5.0270 -2.6166 -1.1710
C -3.9162 -2.5113 -1.9715
C -3.2182 -1.3047 -2.1127
S -1.9311 -1.1482 -3.1869
H -4.9792 0.5876 -0.0887
H -6.3329 -1.4998 0.1422
H -5.5601 -3.5541 -1.0827
H -3.5430 -3.3496 -2.5418
S 5.1008 5.7413 -3.5806
N 5.1761 4.0800 -3.4689
C 3.9770 3.6536 -3.0697
C 3.6136 2.2987 -2.8336
C 4.4982 1.2438 -3.0572
C 4.1034 -0.0465 -2.7931
C 2.8104 -0.2343 -2.2763
N 1.9532 0.7262 -2.0559
C 2.3031 1.9972 -2.3362
C 1.3631 3.0477 -2.1275
N 0.1480 2.7392 -1.6396
C -0.7232 3.6935 -1.4584
C -0.4820 5.0452 -1.7397
C 0.7571 5.3967 -2.2179
C 1.7138 4.4039 -2.4233
C 3.0301 4.6995 -2.8735
N 3.5094 5.9172 -3.1258
H 5.4823 1.4810 -3.4352
H 4.7593 -0.8885 -2.9761
H 2.4692 -1.2335 -2.0354
H -1.6859 3.3892 -1.0710
H -1.2479 5.7856 -1.5596
H 1.0204 6.4235 -2.4333
N -0.1930 -2.6570 -0.9452
C 0.2277 -3.9113 -1.2719
C 0.2590 -4.9465 -0.3293
C 0.7567 -6.1893 -0.6690
C 1.2396 -6.4295 -1.9466
C 1.2221 -5.4049 -2.8836
C 0.7190 -4.1657 -2.5591
H -0.7315 -2.5688 -0.0952
H -0.5504 -2.0861 -1.7143
H -0.1118 -4.7541 0.6696
H 0.7652 -6.9832 0.0690
H 1.6249 -7.4047 -2.2139
H 1.6002 -5.5786 -3.8823
H 0.6871 -3.3665 -3.2839
C -4.8223 1.5482 3.4125
N -3.6042 2.2317 3.0720
C -3.3716 3.5216 3.4202
C -2.2290 4.1382 3.0862
C -1.2060 3.3926 2.3409
O -0.1189 3.8884 2.0574
N -1.5012 2.1153 2.0062
C -2.6308 1.5221 2.3081
O -2.9022 0.3593 2.0098
H -5.4179 2.1542 4.0995
H -4.5779 0.5911 3.8801
H -5.4004 1.3357 2.5083
H -4.1637 4.0018 3.9931
H -2.0350 5.1587 3.3718

Computed properties:
total charge: -2
LUMO level (spin up / spin down): 0.1410 / 0.1410 Ha
Kohn-Sham gap (spin up / spin down): 3.60 / 6.28 eV
multiplicity: 2
energy relative to the best compared isomer or geometry (same formula, charge and spin): 138.6 kJ/mol
E_HOMO (spin up / spin down): 0.0089 / -0.0896 Ha

(5)
The molecule C20H21N3O4 in a non-equilibrium geometry, computed with wB97M-V/def2-TZVPD.

Atoms and positions in Å:
C -0.9639 -4.1683 -2.9018
C 0.2239 -3.7175 -2.5512
C 0.5391 -2.2946 -2.1708
N -0.4353 -1.3235 -2.6112
C -0.2384 -0.7326 -3.9259
C -0.2656 -1.7501 -5.0230
C 0.7466 -1.9817 -5.8372
C -1.5297 -1.0071 -1.8944
O -2.3816 -0.2196 -2.2712
C -1.6483 -1.6841 -0.5280
O -2.1631 -2.7792 -0.4219
C -1.1726 -0.9181 0.6126
C -1.2343 -1.4120 1.9508
C -0.7254 -0.4593 2.7738
C -0.5234 -0.4915 4.2474
N -0.3279 0.6095 1.9856
C 0.2809 1.7724 2.4757
C 1.5278 2.1657 1.9863
C 2.1355 3.3030 2.4745
C 1.4951 4.0495 3.4571
N 2.1313 5.2363 3.9722
O 1.5612 5.8399 4.8549
O 3.1972 5.5545 3.4904
C 0.2523 3.6699 3.9508
C -0.3529 2.5326 3.4586
C -0.5918 0.3402 0.6703
C -0.3361 1.3360 -0.4037
H -1.1227 -5.2048 -3.1420
H -1.8303 -3.5314 -2.9453
H 1.0749 -4.3825 -2.4901
H 0.6313 -2.2394 -1.0782
H 1.5070 -2.0151 -2.6013
H 0.7167 -0.1935 -3.9335
H -1.0572 -0.0179 -4.0595
H -1.1882 -2.3041 -5.1155
H 0.6891 -2.7144 -6.6231
H 1.6746 -1.4375 -5.7609
H -1.6209 -2.3713 2.2277
H -1.3370 0.0074 4.7743
H 0.4118 -0.0087 4.5274
H -0.4986 -1.5261 4.5790
H 2.0184 1.5654 1.2363
H 3.1020 3.6222 2.1159
H -0.2223 4.2764 4.7068
H -1.3255 2.2357 3.8164
H 0.5376 1.0603 -0.9962
H -0.1709 2.3259 0.0160
H -1.1904 1.3833 -1.0747

Computed properties:
total charge: 0
SMILES string: C=CCN(CC=C)C(=O)C(=O)c1cc(C)n(-c2ccc([N+](=O)[O-])cc2)c1C
LUMO level: -0.0344 Ha
Kohn-Sham gap: 7.65 eV
energy relative to the best compared isomer or geometry (same formula, charge and spin): 576.6 kJ/mol
E_HOMO: -0.3156 Ha

(6)
A structure of composition C33H52N9O2PSTc in a non-equilibrium geometry, computed with wB97M-V/def2-TZVPD.

Atoms and positions in Å:
Tc 2.8304 -1.5296 19.8160
C 0.7958 2.4866 25.8010
C 0.8091 2.7681 24.3721
C 0.7097 4.0581 23.8747
C 0.8730 4.2887 22.5367
N 0.9156 3.2774 21.6537
C 0.8387 2.0812 22.2089
S 0.3786 0.6617 21.1491
N 0.8891 1.7608 23.4819
H 0.0539 1.6932 25.9263
H 0.5790 3.3301 26.4097
H 1.7913 2.0324 26.1065
H 0.5285 4.8786 24.6073
H 0.8143 5.2891 22.1034
C 7.0451 -5.1683 20.7780
C 6.1888 -4.4751 21.8463
N 4.9341 -3.9484 21.2976
C 4.5341 -4.1890 20.0536
N 3.4497 -3.5121 19.5884
C 2.8870 -4.1412 18.3938
C 3.9318 -4.2342 17.3422
C 4.9715 -5.2241 17.8264
N 5.0593 -5.1691 19.3211
C 6.1660 -6.0027 19.9331
H 7.8051 -5.7673 21.2545
H 7.5590 -4.4189 20.1552
H 6.7697 -3.6842 22.3006
H 5.9293 -5.1496 22.6467
H 4.3997 -3.2809 21.8230
H 2.0596 -3.5494 18.0446
H 2.4911 -5.1252 18.6588
H 4.3769 -3.2181 17.2462
H 3.6020 -4.6181 16.3981
H 5.9515 -4.9653 17.4728
H 4.7062 -6.2373 17.5385
H 6.6626 -6.5214 19.1128
H 5.6874 -6.7854 20.5500
C 8.2516 -1.0360 21.2541
C 6.7583 -0.9344 21.4883
C 5.9829 -0.7267 22.6181
C 4.6441 -0.7879 22.1950
N 4.5775 -1.0626 20.8910
N 5.8836 -1.1512 20.4954
C 3.3999 -0.7015 22.9876
H 8.7614 -0.0431 21.2942
H 8.4180 -1.4558 20.2530
H 8.7394 -1.6937 21.9592
H 6.3034 -0.4574 23.6107
H 6.0543 -1.2573 19.5225
H 3.0936 -1.6262 23.4362
H 2.5817 -0.2822 22.4367
H 3.6032 -0.0124 23.8203
C 3.7936 2.2572 20.9125
N 3.0517 2.3208 19.6776
C 3.3343 3.4657 18.8380
C 2.8940 3.2623 17.4244
C 1.4452 2.7598 17.4398
N 1.2854 1.5732 18.3360
C 0.2311 0.5752 17.9560
C 2.0430 1.5144 19.3819
O 1.8570 0.5296 20.3228
H 4.8704 2.0967 20.7703
H 3.2883 1.4585 21.5247
H 3.7166 3.2062 21.4541
H 4.3962 3.6536 18.8984
H 2.7442 4.3065 19.2456
H 3.5504 2.5607 16.8878
H 2.8867 4.2234 16.8980
H 1.1341 2.3826 16.4458
H 0.6758 3.4849 17.7387
H 0.3818 0.3374 16.9300
H -0.8064 0.9124 18.1593
H 0.4188 -0.4085 18.4312
C -0.2508 -4.6573 20.1477
P -0.1751 -2.9728 20.6550
C -1.8058 -2.3284 20.6631
C 0.3683 -3.1423 22.3943
O 0.7517 -2.0848 19.8190
H -0.7773 -5.1995 20.9498
H 0.7430 -5.1105 20.0351
H -0.7815 -4.7951 19.2297
H -2.4169 -2.9824 21.3295
H -2.1937 -2.3679 19.6414
H -1.8292 -1.2944 21.0438
H -0.4167 -3.6694 22.9979
H 0.6068 -2.1396 22.7732
H 1.2707 -3.7693 22.4723
C 3.3042 -1.0087 18.3357
C 3.5633 -0.5138 16.9976
C 2.7079 -0.8016 15.9329
C 2.8950 -0.2287 14.7009
C 3.9461 0.6161 14.5459
C 4.8224 0.9088 15.5622
C 4.6593 0.3148 16.7907
H 1.8936 -1.5117 16.0901
H 2.2264 -0.4794 13.9166
H 4.1405 1.0482 13.5662
H 5.6800 1.5200 15.4396
H 5.4252 0.4640 17.5245

Computed properties:
total charge: +3
LUMO level: -0.2835 Ha
Kohn-Sham gap: 7.73 eV
energy relative to the best compared isomer or geometry (same formula, charge and spin): 0.0 kJ/mol
E_HOMO: -0.5677 Ha

(7)
A cluster of 3 separate species, C2H3O5P in total in a non-equilibrium geometry, computed with wB97M-V/def2-TZVPD.

Atoms and positions in Å:
C -3.6967 0.4935 -1.2908
C 2.2154 1.5183 1.2854
O -2.9115 0.1775 -0.4753
O 1.5839 2.3787 0.8751
O 2.9635 -1.3649 -0.7929
O 0.7718 -1.0249 0.5516
O 2.9833 0.7199 1.5779
P 2.0909 -1.5696 0.3671
H -3.5956 0.6757 -2.4521
H -4.8668 0.5197 -1.0685
H 2.4616 -2.5238 1.4226

Computed properties:
total charge: 0
LUMO level (spin up / spin down): 0.0010 / -0.0868 Ha
Kohn-Sham gap (spin up / spin down): 6.37 / 9.72 eV
multiplicity: 3
E_HOMO (spin up / spin down): -0.2330 / -0.4441 Ha

(8)
A structure of composition C21H63B2F3N5O8PtS in a non-equilibrium geometry, computed with wB97M-V/def2-TZVPD.

Atoms and positions in Å:
Pt 7.1127 -1.7144 2.3552
B 9.3012 -4.3466 3.6530
H 9.4894 -3.7974 2.7435
H 8.7878 -5.2727 3.4457
H 10.2389 -4.4783 4.1702
H 8.6773 -3.6700 4.2164
B 4.6917 -3.9016 1.9054
H 5.0856 -4.0530 2.8984
H 4.0513 -4.7254 1.6305
H 4.0766 -3.0163 1.8605
H 5.4181 -3.9067 1.1075
C 6.0483 1.2798 8.0606
F 7.1006 2.1306 7.7573
F 5.8309 1.1508 9.3508
F 4.9090 1.7555 7.5803
S 6.3545 -0.3883 7.3143
O 5.9415 -0.3521 5.8982
O 7.7742 -0.7512 7.5120
O 5.4836 -1.2260 8.1046
C 5.9369 -9.3294 5.7647
C 6.7009 -8.8967 6.9622
C 8.0516 -9.6982 7.1016
O 8.6413 -9.4456 8.3589
C 9.8750 -10.1034 8.5164
N 6.8449 -7.4453 6.9482
H 6.1465 -8.8947 4.7874
H 4.8780 -9.0803 5.8327
H 5.9556 -10.4032 5.5786
H 6.1440 -9.2740 7.8199
H 8.6636 -9.2261 6.3331
H 7.8312 -10.7558 6.9569
H 10.6570 -9.5134 8.0382
H 9.7966 -11.1292 8.1564
H 10.1296 -10.1892 9.5728
H 5.9163 -7.0593 6.8539
H 7.3049 -7.3063 6.0599
C 0.5805 -4.5311 -2.7077
C 0.9505 -6.0140 -2.8980
C 0.7218 -6.5018 -4.3662
O 1.4693 -5.6164 -5.2552
C 1.1122 -5.7738 -6.6107
N 2.2725 -6.4565 -2.5314
H 0.6163 -4.1326 -1.6938
H -0.4423 -4.2438 -2.9514
H 1.1643 -3.8088 -3.2784
H 0.3349 -6.4922 -2.1361
H -0.3492 -6.3000 -4.3529
H 0.8499 -7.5710 -4.5354
H 1.4617 -6.7283 -7.0044
H 1.5766 -5.0174 -7.2434
H 0.0338 -5.6710 -6.7312
H 2.8438 -6.1782 -3.3164
H 2.5195 -5.9592 -1.6877
C 5.5472 1.9052 -1.6000
C 6.1346 0.5929 -1.2162
C 7.5294 0.4039 -1.6529
O 8.1079 -0.6873 -0.8918
C 9.4181 -1.0110 -1.3127
N 5.8932 0.6494 0.2265
H 6.0599 2.7406 -1.1232
H 4.4697 2.0297 -1.4919
H 5.5266 2.0386 -2.6816
H 5.6399 -0.2824 -1.6373
H 8.1611 1.2645 -1.4326
H 7.4837 0.2738 -2.7341
H 10.0668 -0.3093 -0.7884
H 9.6820 -0.9380 -2.3678
H 9.4990 -2.0570 -1.0170
H 4.8946 0.5059 0.1784
H 5.9631 1.5769 0.6201
C 11.3584 -8.4666 0.6641
C 10.1609 -9.4619 0.4533
C 10.4786 -10.9569 1.0555
O 9.4977 -11.9668 0.6912
C 8.1597 -11.7778 1.2906
N 8.9829 -8.8536 1.0466
H 11.3363 -8.3658 1.7492
H 11.0475 -7.5766 0.1169
H 12.2875 -8.9440 0.3527
H 10.0380 -9.4957 -0.6292
H 10.6745 -10.9650 2.1277
H 11.4789 -11.2769 0.7635
H 7.6948 -10.9784 0.7136
H 8.0703 -11.5634 2.3556
H 7.4754 -12.6158 1.1578
H 8.2938 -8.3802 0.4798
H 9.3181 -8.0935 1.6211
C -0.4097 -4.4345 4.4723
C 0.0811 -3.5901 5.6428
C -0.7436 -3.6267 6.9033
O -2.0365 -3.2887 6.5163
C -2.9667 -3.3236 7.5548
N 1.4020 -4.0413 5.9400
H -0.5803 -5.4863 4.7019
H 0.2880 -4.4444 3.6349
H -1.4010 -4.0971 4.1699
H 0.1036 -2.5562 5.2982
H -0.4124 -2.8593 7.6030
H -0.6180 -4.5082 7.5321
H -3.2258 -2.3164 7.8810
H -2.6778 -3.8476 8.4659
H -3.9429 -3.5874 7.1480
H 1.8888 -3.4408 6.5901
H 1.9494 -3.9576 5.0954

Computed properties:
total charge: -1
LUMO level (spin up / spin down): -0.0162 / -0.1147 Ha
Kohn-Sham gap (spin up / spin down): 5.30 / 2.62 eV
multiplicity: 3
energy relative to the best compared isomer or geometry (same formula, charge and spin): 0.0 kJ/mol
E_HOMO (spin up / spin down): -0.2109 / -0.2109 Ha

(9)
A cluster of 2 separate species, C2H3Cl2N in total in a non-equilibrium geometry, computed with wB97M-V/def2-TZVPD.

Atoms and positions in Å:
C -0.9879 -0.1909 0.0094
C 0.5424 0.2330 -0.0703
N -0.3828 1.1113 -0.0553
Cl 2.3862 -2.2393 0.0892
Cl -0.4981 2.8111 0.1036
H -1.5943 -0.4243 -0.9562
H -1.4975 -0.3719 0.9784
H 2.0319 -0.9289 -0.0988

Computed properties:
total charge: 0
LUMO level: -0.0147 Ha
Kohn-Sham gap: 10.02 eV
energy relative to the best compared isomer or geometry (same formula, charge and spin): 380.0 kJ/mol
E_HOMO: -0.3829 Ha